1.
17
Properties=species:S:1:pos:R:3 method="wB97M-V/def2-TZVPD" lumo_ev=1.18 smiles="C1=CCC2(C1)CC2" e_homo_ev=-9.07
C -1.3526 -0.6158 0.9654
C -1.8882 0.2044 -0.1783
C -0.4105 0.0269 -0.0110
C 0.5012 1.1628 0.4601
C 1.8793 0.6071 0.1864
C 1.8340 -0.4831 -0.5774
C 0.4175 -0.8525 -0.9511
H -1.4720 -1.6959 0.9208
H -1.4104 -0.1962 1.9672
H -2.3202 1.1766 0.0490
H -2.3808 -0.3181 -0.9955
H 0.3339 2.0849 -0.1170
H 0.3404 1.4134 1.5166
H 2.7870 1.0766 0.5569
H 2.6987 -1.0406 -0.9282
H 0.2206 -0.6143 -2.0075
H 0.2022 -1.9207 -0.8182

---

2.
17
Properties=species:S:1:pos:R:3 method="wB97M-V/def2-TZVPD" lumo_ev=1.01 smiles="C#CC(=C)C.C=C" e_homo_ev=-9.14
C -0.6927 -0.5728 2.2297
C 0.5319 -0.8077 1.7732
C 0.2768 0.4956 -1.0670
C -0.8023 1.3742 -0.4885
C 1.5603 0.8588 -1.1304
C -0.1420 -0.7881 -1.5725
C -0.5173 -1.8602 -1.9779
H -0.9182 0.2947 2.8468
H -1.5298 -1.2193 1.9711
H -1.3692 0.8324 0.2752
H 1.3645 -0.1422 1.9933
H 0.7448 -1.6506 1.1190
H -1.4992 1.6892 -1.2722
H -0.3633 2.2630 -0.0262
H 1.8846 1.8183 -0.7348
H 2.3114 0.2202 -1.5839
H -0.8402 -2.8053 -2.3549

---

3.
17
Properties=species:S:1:pos:R:3 method="wB97M-V/def2-TZVPD" lumo_ev=1.12 e_homo_ev=-8.69
C -0.0999 0.0618 0.0283
C 1.1784 -0.8218 0.0488
C 0.9687 1.4211 1.8356
C -0.2541 0.8195 1.2244
C -1.0478 -0.1120 -0.8894
C 0.1928 2.3526 1.2513
C -1.1385 -1.2600 -1.8293
H 1.3884 -1.3899 -0.8006
H 1.1614 -1.4537 1.0186
H 1.9328 1.0447 2.0757
H 1.9889 -0.1503 0.1115
H -1.0411 0.4207 1.8820
H -1.9289 0.5203 -0.7448
H -0.0900 3.3942 1.1055
H -2.0938 -1.7519 -1.7223
H -0.2809 -1.9627 -1.6919
H -0.8365 -1.1324 -2.9035